C5H8N3O | ωB97M-V with the def2-TZVPD basis set

Results
* net charge: +1
* structure (SMILES): C=N[C@H]([NH3+])c1cnoc1
* HOMO: -14.35 eV

CARTESIAN COORDINATES (ANGSTROEM)
C 1.62706 -0.66042 -0.53384
C -0.20964 -0.93061 -1.80591
C 0.18314 -0.39034 -0.61489
C 0.83393 1.92568 0.96864
C -0.71542 0.36983 0.29651
N 1.97587 -1.19260 -1.65830
N -0.12935 1.11562 1.32453
N -1.56804 -0.58514 1.09992
O 0.88414 -1.42643 -2.40915
H 2.35639 -0.37294 0.28686
H -1.17597 -0.98792 -2.37826
H 1.34087 2.25816 1.86752
H 1.20427 2.01934 0.00625
H -1.36118 1.23568 -0.33500
H -2.57211 -0.54218 1.10286
H -1.35486 -1.48785 0.70698
H -1.31910 -0.34789 2.07530